*A*
Computed, not measured: the ion C4H11N2 with charge +1, with wB97M-V/def2-TZVPD.

The geometry in XYZ format:
```
17
Properties=species:S:1:pos:R:3
C -1.6038 -1.2440 -0.4973
C -0.8895 -0.0453 0.0360
N -1.4622 1.1216 0.1560
N 0.5752 0.0566 0.1522
C 1.1655 1.3753 0.1084
C 1.5218 -1.0163 0.2648
H -2.7060 -1.2041 -0.6273
H -1.1880 -2.1816 0.0183
H -1.2024 -1.3254 -1.5088
H -2.4766 1.2590 0.0133
H -1.1463 1.8362 0.7127
H 1.8091 1.5625 1.0055
H 0.3939 2.0926 0.1522
H 1.6921 1.5046 -0.9295
H 1.1031 -1.9948 0.1117
H 1.9846 -0.8274 1.2670
H 2.4297 -0.9695 -0.4352
```

Its SMILES is CC(N)=[N+](C)C. Its HOMO energy is -14.0301 eV. For the HOMO-LUMO gap, the calculation gives 10.17 eV. The spin multiplicity is 1. Its total charge is +1.

---

*B*
Computed, not measured: a cluster of 2 separate species, C4H11N2 in total, with wB97M-V/def2-TZVPD.

The geometry in XYZ format:
```
17
Properties=species:S:1:pos:R:3
C -1.4776 0.0048 -0.0647
C 1.5216 1.1676 -0.6425
C 1.4298 -1.0385 0.7246
C 1.0597 -0.2438 -0.3973
N -2.2621 -0.8844 -0.6648
N -1.9408 0.8396 0.8544
H 2.3564 1.1823 -1.3195
H 1.7308 1.8868 0.2547
H 0.7709 1.6569 -1.2855
H 1.1874 -2.0242 0.8776
H 1.5151 -0.5237 1.7986
H 2.5744 -1.2450 0.6664
H 1.0249 -0.7816 -1.3239
H -1.9201 -1.5714 -1.2138
H -3.3610 -0.8182 -0.5910
H -1.2734 1.4593 1.2091
H -2.9359 0.9332 1.1174
```

Its HOMO energy is -13.6551 eV. For the HOMO-LUMO gap, the calculation gives 8.90 eV. The spin multiplicity is 1. Its total charge is +1.

---

*C*
Computed, not measured: a cluster of 2 separate species, C4H11N2 in total, with wB97M-V/def2-TZVPD.

The geometry in XYZ format:
```
17
Properties=species:S:1:pos:R:3
C 0.0599 0.2843 -1.4823
C -1.3613 1.0532 -1.1433
C -0.4174 0.4727 -0.0764
C 0.3702 1.5822 0.7173
N -0.8727 -0.6443 0.5278
N 1.3677 -2.3860 0.8340
H -0.0329 -0.7475 -1.8128
H 1.0789 0.6217 -1.5426
H -1.3612 2.1071 -1.3960
H -2.1892 0.4641 -1.5152
H 1.3841 1.7147 0.3364
H -0.1660 2.5233 0.6205
H 0.9189 -3.1750 0.3762
H -1.7237 -0.5299 1.1048
H 1.8782 -2.7941 1.6045
H 0.5815 -1.7916 1.1021
H 0.4848 1.2450 1.7450
```

Its HOMO energy is -13.6611 eV. For the HOMO-LUMO gap, the calculation gives 4.75 eV. The spin multiplicity is 1. Its total charge is +1.

---

*D*
Computed, not measured: the ion C4H11N2 with charge +1, with wB97M-V/def2-TZVPD.

The geometry in XYZ format:
```
17
Properties=species:S:1:pos:R:3
C -1.9354 -0.4253 -0.4318
C -0.8212 0.5971 -0.3194
N 0.5734 0.1623 -0.1322
C 1.2439 -0.2197 -1.3381
C 1.2284 0.0670 1.0508
N 0.7265 0.3512 2.2145
H -1.8112 -1.1210 -1.2984
H -2.0458 -1.0573 0.3529
H -2.9589 0.0406 -0.5564
H -1.0009 1.3253 0.4329
H -0.6858 0.9581 -1.3760
H 0.5747 -0.8831 -1.9097
H 2.1518 -0.7802 -1.1257
H 1.3737 0.6528 -1.9866
H 2.3225 -0.1677 0.8882
H 1.3591 0.2537 2.9465
H -0.2948 0.2462 2.5884
```

Its SMILES is CC/[N+](C)=C\N. Its HOMO energy is -14.6651 eV. For the HOMO-LUMO gap, the calculation gives 11.05 eV. The spin multiplicity is 1. Its total charge is +1.

---

Stability, descending: *D*, *A*, *B*, *C*

---

*A*
Computed, not measured: the ion C4H11N2 with charge +1, with wB97M-V/def2-TZVPD.

The geometry in XYZ format:
```
17
Properties=species:S:1:pos:R:3
C -2.4243 1.0275 -0.1815
N -1.2366 0.4865 -0.0500
C -0.1542 0.7775 -1.0492
C 0.7881 -0.4174 -0.9528
C 1.5385 -0.7277 0.3789
N 0.5688 -0.8111 1.5232
H -2.7032 1.7006 -0.9445
H -3.1452 0.9664 0.6692
H 0.1634 1.7725 -0.7096
H -0.3857 1.0281 -2.0830
H 1.4661 -0.3370 -1.8437
H 0.2603 -1.3394 -1.0541
H 2.2501 0.0703 0.5993
H 2.0788 -1.6923 0.4134
H 1.0198 -0.9492 2.4164
H 0.0128 0.0662 1.6370
H -0.0976 -1.6216 1.2309
```

Its SMILES is C=NCCC[NH3+]. Its HOMO energy is -14.2482 eV. For the HOMO-LUMO gap, the calculation gives 10.92 eV. The spin multiplicity is 1. Its total charge is +1.

---

*B*
Computed, not measured: the ion C4H11N2 with charge +1, with wB97M-V/def2-TZVPD.

The geometry in XYZ format:
```
17
Properties=species:S:1:pos:R:3
C -0.2012 1.5691 -1.4097
C -0.3094 0.2939 -0.5717
N -1.3923 0.2272 0.3361
C 0.9673 0.0176 0.2574
C 1.0581 -1.2149 0.8836
N 0.1312 -2.0436 1.1230
H -0.0506 2.5466 -0.9517
H -1.1307 1.7999 -1.9266
H 0.6891 1.4713 -2.0935
H -0.5407 -0.5021 -1.2852
H -2.3769 0.3124 -0.0822
H -1.3237 0.8236 1.1878
H 1.7140 0.2375 -0.4286
H 1.2170 0.7248 1.0294
H 1.9737 -1.3659 1.4602
H 0.4254 -2.9010 1.5069
H -0.8503 -1.9964 0.9647
```

Its SMILES is C[C@H](N)CC=[NH2+]. Its HOMO energy is -13.4521 eV. For the HOMO-LUMO gap, the calculation gives 8.77 eV. The spin multiplicity is 1. Its total charge is +1.

---

Stability, descending: *B*, *A*

---

*A*
Computed, not measured: the ion C4H11N2 with charge +1, with wB97M-V/def2-TZVPD.

The geometry in XYZ format:
```
17
Properties=species:S:1:pos:R:3
C 2.2336 -0.7715 -0.3931
N 1.8754 0.3731 0.0684
C 0.6248 0.9409 -0.2365
C -0.6340 0.6748 0.8926
N -1.0836 -0.5418 0.7029
C -1.9639 -0.6295 -0.4232
H 3.2739 -1.0567 -0.3014
H 1.5624 -1.4261 -0.9512
H 2.6798 0.9564 0.4043
H 0.2830 0.5799 -1.1579
H 0.5255 1.9959 -0.1959
H -0.0999 0.6727 1.9243
H -1.4794 1.4830 0.7699
H -1.1423 -1.3327 1.3204
H -1.5670 -1.2518 -1.2622
H -3.0221 -1.0153 -0.2232
H -2.0664 0.3486 -0.9380
```

Its SMILES is C=[NH+]CCNC. Its HOMO energy (spin up / spin down) is -12.4774 / -12.4779 eV. For the HOMO-LUMO gap (spin up / spin down), the calculation gives 7.40 / 7.40 eV. The spin multiplicity is 1. Its total charge is +1.

---

*B*
Computed, not measured: the ion C4H11N2 with charge +1, with wB97M-V/def2-TZVPD.

The geometry in XYZ format:
```
17
Properties=species:S:1:pos:R:3
C -1.4344 -1.2883 0.6318
C -0.8253 -0.5206 -0.4863
N 0.4539 -0.9355 -1.0639
N 0.3985 0.3273 -0.3154
C 0.5810 1.5383 -1.0850
C 0.8723 0.4142 1.1097
H -0.7919 -1.3331 1.4351
H -1.6025 -2.3751 0.3183
H -2.3714 -0.9914 0.9774
H -1.4680 -0.0647 -1.1897
H 0.9189 -1.5912 -0.4846
H 1.7288 1.6488 -1.4996
H -0.0399 1.4088 -1.9517
H 0.5199 2.3234 -0.4358
H 0.0579 0.5638 1.7459
H 1.4401 -0.4285 1.2071
H 1.5621 1.3040 1.0866
```

Its SMILES is C[C@@H]1N[N+]1(C)C. Its HOMO energy is -15.8972 eV. For the HOMO-LUMO gap, the calculation gives 13.09 eV. The spin multiplicity is 1. Its total charge is +1.

---

*C*
Computed, not measured: a structure of composition C4H11N2, with wB97M-V/def2-TZVPD.

The geometry in XYZ format:
```
17
Properties=species:S:1:pos:R:3
C 1.4235 1.2261 0.0119
C 0.7307 0.0823 -0.2712
C -0.7379 0.1035 -0.3300
C -1.5590 -1.0532 -0.1791
N 1.4024 -0.9826 -0.6403
N -1.2944 1.2936 -0.6572
H 0.9114 2.0294 0.4113
H 2.5206 1.2146 0.0163
H 0.8814 -0.2292 2.1867
H -1.9277 -0.9039 0.9327
H -1.1622 -1.9999 -0.4361
H -2.4626 -0.8390 -0.7680
H 0.8257 -1.8417 -0.8417
H 2.4140 -1.0968 -0.5113
H 1.1899 -0.4315 2.8811
H -2.3247 1.2464 -0.7314
H -0.8312 2.1820 -1.0735
```

Its HOMO energy is -12.7210 eV. For the HOMO-LUMO gap, the calculation gives 7.38 eV. The spin multiplicity is 1. Its total charge is +1.

---

Stability, descending: *C*, *A*, *B*

---

*A*
Computed, not measured: the ion C4H11N2 with charge +1, with wB97M-V/def2-TZVPD.

The geometry in XYZ format:
```
17
Properties=species:S:1:pos:R:3
C 0.9204 0.0940 -2.1470
C -0.1416 -0.4737 -1.2383
C -0.1748 -0.0958 0.2150
N 0.7747 0.8044 0.7134
C -1.2136 -0.3129 1.0659
N -0.9756 -0.3402 2.5000
H 2.0422 0.2344 -1.9095
H 0.4906 1.0458 -2.2710
H 1.0108 -0.2918 -3.1958
H -1.2379 -0.1287 -1.4156
H -0.1478 -1.5494 -1.3708
H 1.6359 0.8016 0.2106
H 0.4796 1.7570 0.5846
H 0.9028 0.7582 1.7029
H -2.1451 -0.8622 0.7571
H -0.3460 -1.0899 2.7328
H -1.8746 -0.3508 3.0656
```

Its SMILES is CC/C([NH3+])=C/N. Its HOMO energy is -13.2369 eV. For the HOMO-LUMO gap, the calculation gives 9.52 eV. The spin multiplicity is 1. Its total charge is +1.

---

*B*
Computed, not measured: a cluster of 2 separate species, C4H11N2 in total, with wB97M-V/def2-TZVPD.

The geometry in XYZ format:
```
17
Properties=species:S:1:pos:R:3
C 2.0022 -0.9688 2.0683
C 1.1021 -0.6787 0.9678
C 1.5113 0.1340 -0.0746
C 0.8991 0.4037 -1.2627
N 1.5165 1.2723 -2.1371
N -4.8284 0.1428 0.0294
H 2.0231 -2.0385 2.2749
H 1.6585 -0.4470 2.9674
H 0.0833 -1.0638 1.0101
H -4.1614 -0.6107 -0.0518
H 2.4434 0.6669 0.0734
H -0.0541 -0.0528 -1.5246
H 0.9240 2.0558 -2.4042
H 1.8653 0.8000 -2.9678
H -4.3986 1.0262 -0.2211
H 3.0116 -0.6276 1.8637
H -5.5978 -0.0137 -0.6111
```

Its HOMO energy is -12.3457 eV. For the HOMO-LUMO gap, the calculation gives 5.44 eV. The spin multiplicity is 1. Its total charge is +1.

---

Stability, descending: *A*, *B*

---

*A*
Computed, not measured: a structure of composition C5H3N3, with wB97M-V/def2-TZVPD.

The geometry in XYZ format:
```
11
Properties=species:S:1:pos:R:3
C 1.7678 -0.3155 -0.0636
C 1.2162 0.9773 0.1226
C -0.2186 0.6933 0.0435
C -2.1560 -0.1129 -0.0345
C -0.1792 -0.8601 0.1407
H 2.8933 -0.4192 -0.0743
H 1.9480 1.7536 0.1007
H -3.2005 -0.1155 -0.2131
N -1.3929 1.1171 -0.0605
N -1.5854 -1.2486 0.1220
N 0.9073 -1.4696 -0.0835
```

Its HOMO energy is -9.3606 eV. For the HOMO-LUMO gap, the calculation gives 7.41 eV. The spin multiplicity is 1. Its total charge is 0.

---

*B*
Computed, not measured: a structure of composition C5H3N3, with wB97M-V/def2-TZVPD.

The geometry in XYZ format:
```
11
Properties=species:S:1:pos:R:3
C 0.7036 1.1330 0.2362
C 0.2368 0.6490 1.6314
C -0.4985 -0.5438 1.4184
C -0.1216 -0.6149 -0.0833
C -0.6538 -1.5758 -0.8890
H 0.8379 2.7369 -0.9271
H 0.6449 0.7494 2.6953
H -1.2372 -1.3025 1.8741
N 0.8006 2.5005 0.0347
N 0.4327 0.3356 -0.7452
N -0.9826 -2.3316 -1.7931
```

Its HOMO energy is -10.3533 eV. For the HOMO-LUMO gap, the calculation gives 8.31 eV. The spin multiplicity is 1. Its total charge is 0.

---

Stability, descending: *A*, *B*

---

*A*
Computed, not measured: the molecule C5H3N3, with wB97M-V/def2-TZVPD.

The geometry in XYZ format:
```
11
Properties=species:S:1:pos:R:3
C -2.8432 0.2320 -0.6217
C -2.2235 0.0925 0.3792
N -1.2486 -0.1671 1.1756
C -0.0690 0.2148 0.6658
C 0.6805 0.0218 -0.3259
N 1.8686 0.0059 -0.8987
C 2.8859 0.1172 -0.0329
N 3.7933 0.3633 0.6577
H -3.5116 0.3901 -1.3984
H -1.3176 -0.6270 2.0802
H 1.9851 -0.6435 -1.6807
```

Its SMILES is C#CNC#CNC#N. Its HOMO energy is -8.2838 eV. For the HOMO-LUMO gap, the calculation gives 8.35 eV. The spin multiplicity is 1. Its total charge is 0.

---

*B*
Computed, not measured: a structure of composition C5H3N3, with wB97M-V/def2-TZVPD.

The geometry in XYZ format:
```
11
Properties=species:S:1:pos:R:3
C -0.2220 1.9387 -0.5536
C -0.3478 0.4947 -0.2093
C -0.8534 -1.2535 1.1300
C 0.1794 -1.9503 0.6553
C 1.0168 -1.4755 -0.3120
H -1.1235 -1.8676 2.2958
H 0.3631 -3.0183 1.1852
H 2.0407 -2.0322 -0.6767
N 0.4419 3.0409 -1.0465
N -1.2240 -0.0713 0.6188
N 0.7937 -0.0563 -0.5819
```

Its HOMO energy is -10.3727 eV. For the HOMO-LUMO gap, the calculation gives 9.61 eV. The spin multiplicity is 1. Its total charge is 0.

---

*C*
Computed, not measured: the molecule C5H3N3, with wB97M-V/def2-TZVPD.

The geometry in XYZ format:
```
11
Properties=species:S:1:pos:R:3
C -1.4928 0.7668 0.5920
N -0.3230 0.4967 1.5118
C 0.4171 -0.2877 0.6513
C 1.7126 -0.6851 0.4977
N 2.1733 -0.6444 -0.7205
N 1.0105 -0.0021 -1.5896
C -0.1205 -0.4645 -0.6318
C -1.4671 0.2718 -0.7846
H -2.3887 1.2035 0.8908
H 2.4202 -1.1872 1.2339
H -1.9416 0.5322 -1.6510
```

Its SMILES is C1=NC2=CN=NC2=C1. Its HOMO energy is -9.3267 eV. For the HOMO-LUMO gap, the calculation gives 6.71 eV. The spin multiplicity is 1. Its total charge is 0.

---

Stability, descending: *B*, *A*, *C*

---

*A*
Computed, not measured: the molecule C5H3N3, with wB97M-V/def2-TZVPD.

The geometry in XYZ format:
```
11
Properties=species:S:1:pos:R:3
N -3.4124 -0.1348 0.3462
C -2.2329 -0.0085 -0.0103
C -0.7817 0.0806 -0.2109
C -0.0509 1.3380 -0.2084
N 1.3506 1.1387 0.1325
C 1.8747 -0.1501 0.3589
N 1.2298 -1.3126 -0.1525
C -0.0895 -1.1053 -0.2084
H -0.4870 2.3738 -0.6841
H 3.0791 -0.1684 0.7989
H -0.4798 -2.0515 -0.1618
```

Its SMILES is N#Cc1cncnc1. Its HOMO energy is -10.3350 eV. For the HOMO-LUMO gap, the calculation gives 9.43 eV. The spin multiplicity is 1. Its total charge is 0.

---

*B*
Computed, not measured: the molecule C5H3N3, with wB97M-V/def2-TZVPD.

The geometry in XYZ format:
```
11
Properties=species:S:1:pos:R:3
C 2.7983 -1.0211 -0.7119
C 2.1829 -0.6183 0.2327
N 1.3271 0.1213 0.9991
C 0.1500 0.4167 0.4854
C -0.8855 0.9900 0.1700
N -2.0807 1.1519 -0.3763
C -2.8946 -0.2056 -0.0023
N -3.3121 -1.2384 0.3031
H 3.2134 -1.4839 -1.6031
H 1.5849 0.5070 1.8907
H -2.0835 1.3805 -1.3873
```

Its SMILES is C#CNC#CNC#N. Its HOMO energy is -8.7912 eV. For the HOMO-LUMO gap, the calculation gives 8.96 eV. The spin multiplicity is 1. Its total charge is 0.

---

Stability, descending: *A*, *B*

---

*A*
Computed, not measured: a cluster of 2 separate species, C3H6N4O3 in total, with wB97M-V/def2-TZVPD.

The geometry in XYZ format:
```
16
Properties=species:S:1:pos:R:3
C 1.8306 -0.0317 -0.0120
C -1.1980 0.7321 0.0511
C -1.5120 -0.7243 0.1436
H 3.6346 -1.5959 0.4446
H 3.1837 -0.7987 -1.4157
H 2.6964 0.1134 1.9105
H 0.8928 0.8245 1.4457
H 0.2056 2.2246 -1.0174
H -2.6513 -1.8828 -0.0597
N 2.8510 -0.7875 -0.3993
N 1.8506 0.5368 1.2353
N 1.0387 0.3355 -1.1489
N -0.0335 1.1424 -0.9105
O -2.0396 1.5515 0.4901
O -2.2618 -1.2667 -0.8820
O -1.0278 -1.2013 1.1619
```

Its HOMO energy is -8.0481 eV. For the HOMO-LUMO gap, the calculation gives 7.88 eV. The spin multiplicity is 1. Its total charge is 0.

---

*B*
Computed, not measured: the molecule C3H6N4O3, with wB97M-V/def2-TZVPD.

The geometry in XYZ format:
```
16
Properties=species:S:1:pos:R:3
C 1.5211 1.6105 0.2016
N 0.4069 0.9871 0.8292
C 0.1911 1.1412 2.1787
O 0.9864 1.6988 2.8958
N -0.6406 0.3403 0.2176
N -0.2961 -0.5204 -0.8368
O 0.8169 -0.6513 -1.3237
N -1.3952 -1.0926 -1.3378
C -1.4765 -2.5417 -1.4746
O -0.6404 -3.2273 -0.9235
H 2.2987 0.9003 -0.0171
H 1.3632 2.0722 -0.7849
H 2.0331 2.1470 1.0616
H -0.6439 0.6968 2.5988
H -2.3064 -0.5504 -1.1504
H -2.2184 -3.0104 -2.1346
```

Its SMILES is CN(C=O)/N=[N+](\[O-])NC=O. Its HOMO energy (spin up / spin down) is -8.7338 / -8.7327 eV. For the HOMO-LUMO gap (spin up / spin down), the calculation gives 8.19 / 8.18 eV. The spin multiplicity is 1. Its total charge is 0.

---

Stability, descending: *B*, *A*